Record 1
Formula: C4H11N3O
Source: the OMol25 dataset
Level of theory: ωB97M-V with the def2-TZVPD basis set

Summary:
SMILES string	C[C@H](NCN)C(N)=O
total charge	0
frontier orbital gap	9.571	eV

```
19
Properties=species:S:1:pos:R:3:nbo_charge:R:1
O -0.882 -0.132 2.310 -0.595
C -0.405 -0.760 1.393 0.666
N -0.772 -2.056 1.140 -0.840
C 0.600 -0.173 0.387 -0.132
C 1.906 0.128 1.087 -0.608
N 0.032 1.056 -0.141 -0.617
C -1.086 0.860 -1.100 -0.057
N -0.716 1.283 -2.435 -0.857
H -0.173 -2.684 0.635 0.388
H -1.474 -2.487 1.718 0.399
H 0.678 -0.936 -0.413 0.150
H 2.410 -0.767 1.444 0.213
H 2.511 0.712 0.389 0.206
H 1.698 0.771 1.935 0.236
H 0.782 1.559 -0.615 0.366
H -1.885 1.478 -0.718 0.191
H -1.312 -0.209 -1.098 0.160
H -0.459 0.527 -3.052 0.361
H -1.455 1.828 -2.867 0.368
```

***

Record 2
Formula: C4H11N3O
Source: the OMol25 dataset
Level of theory: ωB97M-V with the def2-TZVPD basis set

Summary:
SMILES string	[H]/N=C(N)/C(C)=N/[H].CO
total charge	0
frontier orbital gap	9.450	eV

```
19
Properties=species:S:1:pos:R:3:nbo_charge:R:1
C -1.898 -1.476 0.267 -0.258
O -1.260 -0.629 -0.701 -0.700
H -0.248 -0.894 -0.794 0.532
H -1.157 -2.109 0.758 0.184
H -2.393 -0.844 1.002 0.196
H -2.643 -2.073 -0.258 0.186
C -0.246 1.831 -0.986 -0.720
C 1.317 -0.283 -0.122 0.345
C -0.180 0.855 0.146 0.451
N 1.778 -0.817 1.054 -0.845
N 1.788 -0.497 -1.296 -0.751
N -0.408 1.083 1.379 -0.834
H 1.406 -0.352 1.877 0.413
H 2.761 -1.050 1.117 0.382
H 2.630 -1.086 -1.256 0.334
H -0.387 2.079 1.594 0.369
H 0.163 2.791 -0.667 0.225
H -1.299 1.982 -1.238 0.237
H 0.279 1.489 -1.876 0.253
```

***

Record 3
Formula: C4H11N3O
Source: the OMol25 dataset
Level of theory: ωB97M-V with the def2-TZVPD basis set

Summary:
SMILES string	C[C@@H](N)C(N)(N)C=O
total charge	0
frontier orbital gap	9.752	eV

```
19
Properties=species:S:1:pos:R:3:nbo_charge:R:1
C 0.045 0.406 0.608 0.170
C 0.020 -0.141 -0.818 -0.056
C 0.267 -1.636 -0.920 -0.626
N -0.859 -0.322 1.423 -0.850
N -0.162 1.831 0.608 -0.852
N -1.461 0.102 -1.279 -0.873
C 1.657 0.126 0.959 0.421
O 2.492 0.968 0.762 -0.536
H 0.713 0.436 -1.448 0.194
H -1.061 0.155 2.295 0.363
H -1.718 -0.479 0.902 0.398
H 0.632 2.286 0.163 0.378
H -0.227 2.199 1.549 0.362
H -1.690 1.085 -1.145 0.376
H -1.523 -0.084 -2.277 0.357
H 1.884 -0.837 1.464 0.119
H -0.511 -2.186 -0.394 0.231
H 0.290 -1.943 -1.964 0.213
H 1.212 -1.965 -0.488 0.212
```

***

HOMO level (eV)
-8.76 -8.48 -8.89
Energy (a.u.)
-398.5220 -398.4005 -398.4997
Energy relative to the best compared isomer or geometry (same formula, charge and spin) (kcal/mol)
20.19 96.40 34.16